Entry from the OMol25 dataset: C3H5NOS as an isolated structure at a distorted geometry (the ωB97M-V functional and the def2-TZVPD basis).

Last column: Löwdin charge in e.
Atoms and positions in Å:
C1 0.25 -0.20 0.71  -0.662
C2 -0.53 1.12 0.46  -0.303
C3 -0.74 -1.17 0.36  -0.161
H1 2.98 -0.63 0.63  0.051
H2 0.54 -0.09 1.72  0.092
H3 -0.99 1.80 1.34  0.162
H4 0.24 1.82 0.02  0.076
H5 -0.87 -2.07 0.65  0.054
N1 -1.63 -0.75 -0.50  0.161
O1 -1.43 0.73 -0.50  -0.159
S1 1.69 0.00 -0.38  0.689

Properties
* LUMO: -0.27 eV
* net charge: 0
* M: 103.15 g mol⁻¹
* highest occupied orbital energy: -9.40 eV
* Kohn-Sham gap: 9.132 eV